Here is C3H6FNO in the gas phase in a non-equilibrium geometry from the Open Molecules 2025 dataset. Energies are from wB97M-V/def2-TZVPD.

For the orbital gap, the calculation gives 11.1 eV. The value obtained for the HOMO energy is -0.36983 Eh. Its electronic energy is -9461.1263 eV. For the energy relative to the best compared isomer or geometry (same formula, charge and spin), the calculation gives 61.5 kcal/mol. The max |F| comes out at 4.14 eV Å⁻¹. As for the SMILES: C[C@H](F)/C=N/O.

Element x y z (Å)
C (1.212, 0.962, -0.165)
C (0.869, -0.418, 0.302)
F (1.519, -1.337, -0.520)
C (-0.638, -0.834, 0.273)
N (-1.481, 0.007, -0.198)
O (-2.773, -0.359, -0.177)
H (2.258, 1.084, -0.006)
H (0.887, 1.708, 0.600)
H (0.961, 1.196, -1.186)
H (1.298, -0.533, 1.209)
H (-0.946, -1.794, 0.573)
H (-3.166, 0.318, -0.705)

Here are the natural (NBO) charges for atoms 1 to 4, given in e: -0.639 0.181 -0.369 -0.007

Here is a 2-piece molecular cluster, C26H21FN2O4S2 overall in a non-equilibrium geometry from the Open Molecules 2025 dataset. Energies are from wB97M-V/def2-TZVPD.

For the orbital gap, the calculation gives 3.5 eV. The value obtained for the HOMO energy is -0.21683 Eh. Its electronic energy is -62855.1880 eV. The max |F| comes out at 4.77 eV Å⁻¹.

Element x y z (Å)
C (-3.166, 1.985, 3.585)
N (-2.719, 1.925, 2.197)
C (-1.818, 1.025, 1.692)
C (-1.612, 1.277, 0.332)
C (-0.689, 0.581, -0.484)
C (-0.550, 0.720, -1.900)
C (-1.574, 0.877, -2.840)
N (-1.030, 1.134, -4.072)
C (-1.797, 1.449, -5.274)
C (0.372, 1.125, -3.966)
C (0.694, 0.839, -2.628)
C (2.032, 0.813, -2.213)
C (3.015, 1.064, -3.139)
C (2.694, 1.345, -4.470)
C (1.386, 1.379, -4.893)
C (-2.428, 2.430, 0.002)
C (-3.114, 2.801, 1.174)
C (-3.989, 3.892, 1.170)
C (-4.153, 4.604, 0.009)
C (-3.449, 4.262, -1.148)
C (-2.589, 3.191, -1.163)
H (-3.861, 2.810, 3.728)
H (-3.665, 1.055, 3.853)
H (-2.312, 2.129, 4.244)
H (-1.345, 0.251, 2.272)
H (-0.008, -0.084, 0.021)
H (-2.628, 0.812, -2.633)
H (-1.133, 1.639, -6.115)
H (-2.451, 0.615, -5.520)
H (-2.409, 2.335, -5.107)
H (2.274, 0.609, -1.186)
H (4.049, 1.061, -2.833)
H (3.486, 1.552, -5.171)
H (1.141, 1.612, -5.913)
H (-4.522, 4.161, 2.064)
H (-4.836, 5.438, -0.015)
H (-3.583, 4.843, -2.044)
H (-2.042, 2.946, -2.053)
F (-0.158, -2.442, 0.860)
C (0.884, -2.863, 1.519)
S (2.296, -3.565, 0.675)
O (2.014, -4.807, -0.124)
O (3.249, -2.505, 0.197)
C (2.997, -4.185, 2.213)
C (2.397, -3.820, 3.389)
C (2.891, -4.268, 4.591)
C (3.995, -5.098, 4.609)
C (4.600, -5.467, 3.422)
C (4.100, -5.005, 2.220)
S (0.953, -2.751, 3.303)
O (1.417, -1.395, 3.756)
O (-0.117, -3.508, 4.038)
H (2.403, -3.967, 5.507)
H (4.383, -5.457, 5.551)
H (5.463, -6.117, 3.432)
H (4.557, -5.282, 1.281)

Here are the natural (NBO) charges for atoms 1 to 4, given in e: -0.412 -0.291 0.164 -0.214

Here is C6H14O7Zr as an isolated structure in a non-equilibrium geometry from the Open Molecules 2025 dataset. Energies are from wB97M-V/def2-TZVPD.

For the orbital gap, the calculation gives 4.2 eV. The value obtained for the HOMO energy is 0.02155 Eh. Its electronic energy is -22063.1710 eV. For the energy relative to the best compared isomer or geometry (same formula, charge and spin), the calculation gives 0.8 kcal/mol. The max |F| comes out at 3.79 eV Å⁻¹. The charge is -2.

Element x y z (Å)
Zr (0.103, -0.397, 0.100)
O (-1.810, 4.019, -1.134)
C (-2.559, 3.173, -0.450)
C (-2.447, 1.692, -0.813)
O (-1.473, 0.906, -0.225)
H (-3.684, 3.359, -0.590)
H (-2.415, 3.230, 0.673)
H (-2.406, 1.643, -1.923)
H (-3.456, 1.246, -0.595)
O (1.755, 0.804, -0.609)
C (2.459, 0.195, -1.654)
C (1.597, -0.794, -2.457)
O (0.371, -1.050, -1.893)
H (3.350, -0.256, -1.184)
H (2.769, 0.981, -2.369)
H (2.133, -1.775, -2.443)
H (1.646, -0.520, -3.526)
O (1.173, -2.100, 0.859)
C (1.644, -1.870, 2.142)
C (0.840, -0.839, 2.953)
O (0.188, 0.107, 2.203)
H (2.660, -1.438, 2.038)
H (1.767, -2.797, 2.736)
H (1.618, -0.448, 3.649)
H (0.076, -1.314, 3.609)
O (-1.670, -1.732, 0.425)
H (-1.652, -2.606, 0.028)
H (-2.577, -1.417, 0.450)

Here are the natural (NBO) charges for atoms 1 to 4, given in e: 2.425 -0.941 -0.013 -0.061

Here is a 4-piece molecular cluster, C47H57N3O7S2 overall in a non-equilibrium geometry from the Open Molecules 2025 dataset. Energies are from wB97M-V/def2-TZVPD.

For the orbital gap, the calculation gives 6.7 eV. The value obtained for the HOMO energy is -0.28594 Eh. Its electronic energy is -90131.6140 eV. The max |F| comes out at 3.72 eV Å⁻¹. As for the SMILES: CC(=O)NCCCCc1cc2c(cc1CCN)C(=O)c1cc(CCCSC(=S)N(c3ccccc3)c3ccccc3)c(O)cc1C2=O.CC(C)=O.CC(C)=O.CC(C)=O.

Element x y z (Å)
C (6.239, -2.123, 5.311)
C (7.479, -1.558, 4.512)
O (8.188, -2.384, 3.962)
N (7.756, -0.146, 4.462)
C (8.775, 0.167, 3.420)
C (8.099, 0.037, 1.981)
C (9.006, 0.617, 0.836)
C (8.585, 0.184, -0.617)
C (7.102, 0.494, -0.991)
C (6.411, 1.563, -0.304)
C (4.950, 1.943, -0.563)
C (4.205, 1.177, -1.541)
C (4.915, 0.108, -2.260)
C (6.330, -0.255, -2.030)
C (6.991, -1.406, -2.862)
C (7.115, -2.768, -2.061)
N (7.188, -3.864, -3.082)
C (2.712, 1.549, -1.767)
O (2.041, 1.014, -2.622)
C (2.056, 2.642, -0.843)
C (0.620, 2.933, -0.915)
C (0.020, 3.959, -0.040)
C (-1.526, 4.256, -0.073)
C (-2.415, 2.952, -0.251)
C (-3.554, 2.818, 0.838)
S (-5.263, 2.908, 0.108)
C (-6.129, 1.572, 1.035)
S (-5.847, 1.537, 2.677)
N (-7.023, 0.648, 0.395)
C (-7.492, -0.412, 1.306)
C (-8.866, -0.379, 1.811)
C (-9.291, -1.475, 2.695)
C (-8.420, -2.570, 3.087)
C (-7.029, -2.610, 2.586)
C (-6.618, -1.542, 1.696)
C (-6.416, -0.049, -0.740)
C (-7.350, -0.741, -1.654)
C (-6.934, -1.515, -2.808)
C (-5.497, -1.592, -3.122)
C (-4.578, -0.910, -2.227)
C (-4.991, -0.157, -1.030)
C (0.829, 4.752, 0.905)
O (0.290, 5.741, 1.719)
C (2.263, 4.468, 0.989)
C (2.829, 3.434, 0.146)
C (4.329, 3.153, 0.262)
O (5.106, 3.846, 0.975)
H (6.564, -2.720, 6.200)
H (5.505, -1.326, 5.591)
H (5.714, -2.845, 4.623)
H (6.862, 0.297, 4.222)
H (9.697, -0.452, 3.512)
H (9.028, 1.258, 3.571)
H (7.853, -1.051, 1.821)
H (7.103, 0.561, 2.079)
H (9.041, 1.742, 0.930)
H (10.045, 0.226, 1.010)
H (9.274, 0.682, -1.351)
H (8.721, -0.926, -0.719)
H (6.957, 2.169, 0.461)
H (4.362, -0.488, -3.025)
H (6.292, -1.604, -3.723)
H (8.016, -1.109, -3.196)
H (8.124, -2.754, -1.551)
H (6.268, -2.917, -1.345)
H (7.609, -4.701, -2.671)
H (7.856, -3.506, -3.777)
H (-0.036, 2.370, -1.618)
H (-1.745, 5.023, -0.858)
H (-1.751, 4.720, 0.931)
H (-1.746, 2.047, -0.164)
H (-2.812, 2.953, -1.297)
H (-3.400, 1.822, 1.345)
H (-3.423, 3.573, 1.666)
H (-9.594, 0.424, 1.536)
H (-10.342, -1.474, 3.059)
H (-8.740, -3.427, 3.752)
H (-6.295, -3.403, 2.852)
H (-5.582, -1.504, 1.277)
H (-8.449, -0.700, -1.433)
H (-7.731, -2.024, -3.414)
H (-5.202, -2.181, -4.018)
H (-3.488, -0.974, -2.480)
H (-4.241, 0.345, -0.369)
H (0.606, 5.630, 2.634)
H (2.888, 5.035, 1.721)
C (8.298, 5.986, -3.352)
C (7.861, 4.661, -2.779)
C (6.760, 4.681, -1.751)
O (8.377, 3.621, -3.133)
H (9.095, 5.821, -4.077)
H (7.459, 6.468, -3.856)
H (8.677, 6.628, -2.554)
H (5.858, 5.109, -2.194)
H (7.082, 5.273, -0.892)
H (6.537, 3.677, -1.406)
C (-11.506, -2.237, -5.953)
C (-10.134, -2.082, -5.349)
C (-8.965, -2.003, -6.299)
O (-9.977, -2.025, -4.148)
H (-12.248, -2.280, -5.156)
H (-11.729, -1.381, -6.593)
H (-11.556, -3.162, -6.531)
H (-9.077, -1.137, -6.954)
H (-8.904, -2.917, -6.892)
H (-8.042, -1.893, -5.729)
C (-6.956, -6.319, 4.169)
C (-7.450, -5.664, 5.434)
C (-7.021, -6.275, 6.742)
O (-8.163, -4.684, 5.399)
H (-7.341, -5.775, 3.305)
H (-5.865, -6.295, 4.139)
H (-7.311, -7.350, 4.121)
H (-5.933, -6.250, 6.826)
H (-7.379, -7.304, 6.807)
H (-7.449, -5.702, 7.566)

Here are the Mulliken charges for atoms 1 to 4, given in e: -0.919 0.617 -0.559 -0.434

Here is C3H2O3 as an isolated structure in a non-equilibrium geometry from the Open Molecules 2025 dataset. Energies are from wB97M-V/def2-TZVPD.

For the orbital gap (spin up / spin down), the calculation gives 8.0 / 8.0 eV. The value obtained for the HOMO energy (spin up / spin down) is -0.32244 / -0.32245 Eh. Its electronic energy is -9282.0443 eV. For the energy relative to the best compared isomer or geometry (same formula, charge and spin), the calculation gives 80.3 kcal/mol. The max |F| comes out at 1.45 eV Å⁻¹.

Element x y z (Å)
O (-2.097, 0.424, 1.022)
C (-0.971, 0.252, 0.853)
C (-0.006, 0.402, -0.909)
O (-0.457, 1.158, -1.699)
C (0.999, -0.454, -0.427)
O (1.372, -0.313, 0.797)
H (0.234, -0.033, 1.319)
H (1.027, -1.443, -0.908)

Here are the natural (NBO) charges for atoms 1 to 4, given in e: -0.416 0.463 0.470 -0.440

Here is C33H46CdOP2Si as an isolated structure in a non-equilibrium geometry from the Open Molecules 2025 dataset. Energies are from wB97M-V/def2-TZVPD.

For the orbital gap (spin up / spin down), the calculation gives 5.7 / 6.1 eV. The value obtained for the HOMO energy (spin up / spin down) is -0.22975 / -0.23805 Eh. Its electronic energy is -68027.1101 eV. For the energy relative to the best compared isomer or geometry (same formula, charge and spin), the calculation gives 26.4 kcal/mol. The max |F| comes out at 2.82 eV Å⁻¹.

Element x y z (Å)
P (3.487, -0.783, -2.729)
P (0.447, -3.131, -2.252)
C (2.994, -2.444, -3.267)
C (1.550, -2.514, -3.619)
H (3.395, -3.381, -2.213)
H (3.596, -2.753, -4.122)
H (1.124, -1.548, -3.902)
H (1.389, -3.184, -4.464)
C (0.028, -4.752, -3.066)
H (-0.764, -5.245, -2.486)
H (0.881, -5.442, -3.129)
H (-0.346, -4.560, -4.083)
C (-1.146, -2.346, -2.721)
H (-1.679, -2.966, -3.439)
H (-0.980, -1.403, -3.289)
H (-1.773, -2.232, -1.837)
C (5.198, -0.873, -3.429)
H (5.812, -0.046, -3.064)
H (5.114, -0.789, -4.523)
H (5.723, -1.804, -3.200)
C (2.783, 0.580, -3.764)
H (1.827, 0.314, -4.239)
H (3.508, 0.825, -4.563)
H (2.631, 1.473, -3.142)
Cd (-0.686, 0.187, -1.937)
C (1.837, -4.190, -0.968)
C (3.155, -4.411, -1.584)
C (4.117, -4.833, -0.443)
C (4.916, -3.681, 0.208)
C (4.943, -2.473, -0.637)
C (3.961, -1.509, -0.617)
C (2.498, -1.829, -0.114)
C (1.962, -3.236, 0.256)
C (0.045, 2.140, -2.232)
H (1.289, -5.127, -0.751)
H (3.118, -5.223, -2.327)
H (4.836, -5.554, -0.822)
H (3.534, -5.320, 0.360)
H (4.564, -3.463, 1.235)
H (5.955, -4.029, 0.347)
H (5.847, -2.314, -1.226)
H (4.276, -0.467, -0.345)
H (1.795, -1.473, -0.889)
H (2.329, -1.162, 0.756)
H (2.525, -3.674, 1.092)
H (0.946, -3.097, 0.649)
H (-0.519, 2.779, -1.548)
H (-0.169, 2.437, -3.270)
H (1.115, 2.170, -2.032)
O (-2.004, -0.424, -0.319)
Si (-2.634, 0.323, 0.959)
C (-4.420, -0.145, 1.286)
C (-5.233, 0.685, 2.063)
C (-6.528, 0.277, 2.418)
C (-7.019, -0.952, 1.963)
C (-6.220, -1.765, 1.148)
C (-4.927, -1.350, 0.786)
C (-1.746, -0.106, 2.552)
C (-0.364, 0.111, 2.691)
C (0.226, 0.031, 3.957)
C (-0.545, -0.309, 5.075)
C (-1.894, -0.640, 4.912)
C (-2.474, -0.582, 3.640)
C (-2.702, 2.203, 0.972)
C (-2.117, 2.923, 2.016)
C (-2.296, 4.298, 2.135)
C (-3.030, 5.000, 1.180)
C (-3.600, 4.293, 0.115)
C (-3.427, 2.913, 0.001)
H (-4.863, 1.658, 2.397)
H (-7.138, 0.924, 3.046)
H (-8.030, -1.270, 2.234)
H (-6.598, -2.723, 0.789)
H (-4.314, -1.966, 0.122)
H (0.242, 0.363, 1.810)
H (1.297, 0.247, 4.070)
H (-0.091, -0.330, 6.067)
H (-2.498, -0.938, 5.761)
H (-3.508, -0.885, 3.509)
H (-1.523, 2.402, 2.762)
H (-1.860, 4.822, 2.983)
H (-3.145, 6.079, 1.256)
H (-4.186, 4.831, -0.632)
H (-3.873, 2.378, -0.842)

Here are the Mulliken charges for atoms 1 to 4, given in e: 0.695 1.555 -0.206 -1.036